C50H54Cl2IN5O3S2Zr | wB97M-V/def2-TZVPD

The geometry in XYZ format:
```
118
Properties=species:S:1:pos:R:3:forces:R:3
Zr 0.105775 0.200632 -0.980565 -1.022 -0.751 -0.351
C -4.707132 0.642654 4.114225 0.039 0.175 -0.043
C -4.193111 1.461338 2.926732 -0.028 -0.285 0.047
C -3.551643 0.622665 1.866666 -0.156 -0.072 -0.360
C -4.125240 0.170611 0.718568 0.192 0.193 0.162
C -5.554111 0.258507 0.294824 0.115 -0.155 0.103
C -6.322037 -0.999912 0.709804 -0.073 0.152 -0.061
C -3.066134 -0.453428 -0.040521 -0.654 -0.477 -0.578
N -1.865599 -0.349795 0.618724 0.679 0.342 -0.119
C -2.144951 0.256305 1.787976 -0.020 -0.188 -0.256
C -1.275598 0.592015 2.837294 0.276 0.084 0.085
C 0.092489 0.513237 2.935646 -0.368 -0.199 0.213
C 0.759174 1.148452 4.096908 0.335 -0.259 0.160
C 0.089083 2.258982 4.858494 0.091 0.078 -0.051
C 0.175681 3.568557 4.075339 -0.135 -0.029 0.179
C 2.029417 0.797505 4.332909 -0.363 -0.022 0.318
C 2.100117 -0.374179 2.278678 -0.094 -0.277 0.258
C 3.027059 -0.983575 1.460265 0.271 -0.094 -0.137
C 2.816005 -1.641076 0.243243 -0.236 0.000 0.437
N 1.670634 -1.699781 -0.464746 -0.384 0.862 -0.047
C 1.886629 -2.641803 -1.439858 -0.454 -0.713 -0.749
C 0.933301 -3.163911 -2.294350 0.662 0.299 0.518
C -0.411740 -2.803139 -2.350038 -0.565 -0.281 -0.279
N -0.997954 -1.886047 -1.538751 0.200 0.253 -0.185
C -2.301668 -1.835445 -1.918552 0.141 -0.506 -0.476
C -3.279205 -1.129673 -1.224859 0.018 0.451 0.870
C -2.544534 -2.689626 -3.050988 0.063 0.368 0.380
C -1.358840 -3.324156 -3.302252 0.402 0.005 0.346
C -1.029923 -4.258782 -4.423392 0.041 0.226 -0.009
C -0.421945 -3.477706 -5.593787 -0.034 -0.249 0.009
C -3.851439 -2.839606 -3.760106 0.042 -0.167 0.247
C -4.747986 -3.859922 -3.053398 -0.039 0.066 -0.185
C 3.243073 -3.134327 -1.380362 0.212 0.263 0.173
C 3.829283 -2.510900 -0.319265 -0.096 -0.374 -0.341
C 5.213574 -2.716751 0.213191 -0.030 0.145 -0.106
C 6.142799 -1.541579 -0.099613 0.001 -0.186 0.135
C 3.843617 -4.154172 -2.297069 -0.085 -0.091 0.193
C 3.576520 -5.584874 -1.821344 0.081 0.068 -0.146
N 0.846526 -0.106621 1.996142 0.003 -0.234 0.119
C 2.954980 1.286413 5.413990 -0.123 -0.015 -0.309
C 4.064831 2.143899 4.814444 0.039 -0.103 0.102
H -5.123059 1.296698 4.882156 -0.041 0.003 0.112
H -3.897966 0.060420 4.552177 0.034 -0.075 0.060
H -5.487117 -0.046524 3.793237 -0.029 -0.090 0.002
H -3.476919 2.207390 3.276621 -0.024 0.076 -0.046
H -5.031189 2.006445 2.482295 0.074 0.046 0.017
H -5.605196 0.388001 -0.787917 -0.045 0.084 0.000
H -6.022646 1.133202 0.754999 0.027 0.015 -0.077
H -5.875030 -1.884680 0.259839 0.018 -0.078 -0.023
H -7.366881 -0.938951 0.404555 -0.121 -0.055 -0.028
H -6.283978 -1.119605 1.791758 -0.010 -0.057 0.065
H -1.778241 1.057619 3.667170 -0.007 0.140 0.026
H 0.555513 2.386692 5.838531 -0.058 -0.073 -0.033
H -0.961115 2.029602 5.042810 0.041 -0.065 0.104
H 1.208664 3.813831 3.842488 0.138 0.060 -0.040
H -0.259623 4.381699 4.653989 -0.054 0.181 0.049
H -0.356016 3.489537 3.131238 -0.023 -0.007 -0.176
H 4.012155 -1.074594 1.896538 0.027 -0.013 -0.005
H 1.257594 -3.931949 -2.984614 0.071 0.002 -0.050
H -4.284385 -1.149607 -1.620106 -0.070 0.081 -0.045
H -1.933300 -4.777233 -4.757446 0.024 -0.074 0.030
H -0.320083 -5.018614 -4.081462 -0.082 -0.052 -0.042
H -1.127914 -2.729956 -5.949171 -0.029 0.099 -0.034
H -0.162315 -4.138316 -6.423663 0.033 -0.030 -0.081
H 0.472289 -2.954840 -5.263427 0.077 0.107 -0.007
H -3.678157 -3.162976 -4.790085 -0.010 0.075 -0.029
H -4.354286 -1.870821 -3.800248 0.001 0.015 -0.090
H -4.266993 -4.837971 -3.041496 0.014 -0.065 0.035
H -5.712507 -3.952682 -3.555507 -0.105 -0.040 0.010
H -4.914986 -3.556634 -2.021824 -0.046 -0.017 0.098
H 5.634449 -3.629965 -0.220142 -0.051 -0.010 0.076
H 5.172117 -2.859713 1.298258 0.027 -0.088 -0.041
H 6.144272 -1.332377 -1.167430 0.014 0.026 -0.092
H 7.164391 -1.760026 0.218430 0.076 0.044 0.016
H 5.805396 -0.643058 0.410425 0.002 0.112 0.015
H 4.925022 -4.000420 -2.355501 -0.040 0.065 -0.079
H 3.439141 -4.028217 -3.304964 0.086 0.041 0.016
H 4.017418 -5.747755 -0.839682 0.020 -0.021 0.109
H 4.006203 -6.306837 -2.517783 -0.007 -0.112 -0.016
H 2.506809 -5.763997 -1.742433 -0.095 -0.048 0.020
H 3.395094 0.415068 5.908495 -0.042 -0.016 0.012
H 2.407636 1.859190 6.160294 -0.031 -0.092 -0.015
H 4.634602 1.556571 4.099380 0.088 -0.011 -0.102
H 4.742341 2.502201 5.589010 0.079 0.068 0.035
H 3.636967 2.996859 4.293643 -0.010 0.146 -0.070
Cl 0.715639 2.677021 -2.520140 0.308 0.676 -0.415
C -0.589847 3.338045 -3.451422 -0.515 -0.198 -0.011
C -0.350723 4.467958 -4.205764 0.201 0.051 0.034
C -1.364222 5.045629 -4.955003 -0.115 0.019 -0.013
C -2.634437 4.485518 -4.922240 0.206 0.181 -0.078
C -2.858288 3.356308 -4.168732 0.376 -0.038 0.153
Cl -4.452211 2.701155 -4.140451 -0.590 -0.097 -0.140
C -1.857136 2.704781 -3.416687 0.482 -0.026 0.155
S -2.199193 1.262966 -2.563574 0.053 -0.353 0.332
H 0.640211 4.899146 -4.199240 0.069 0.023 0.012
H -1.173097 5.930166 -5.546603 0.027 0.044 -0.011
H -3.451562 4.925477 -5.476344 -0.046 0.002 -0.027
I -0.965408 2.852019 0.314897 -0.264 0.281 0.183
C 0.388171 -0.227316 -3.285115 0.023 -0.174 -0.252
H -0.515451 -0.576904 -3.810444 0.096 0.055 0.359
H 1.144650 -1.013653 -3.387990 0.025 0.118 0.106
H 0.766557 0.615505 -3.879470 -0.086 -0.136 0.329
O 2.724132 0.462374 -2.024340 -0.092 0.217 0.397
C 2.886479 1.083876 -0.967438 1.024 -0.152 -1.067
N 1.893264 1.397659 -0.151441 -0.303 -0.130 0.288
S 2.356860 2.231826 1.234450 0.867 0.556 -0.236
O 2.259161 3.687133 1.051920 -0.277 0.677 0.164
O 2.664305 -0.120355 3.541961 -0.239 0.137 -0.123
C 4.136634 2.085763 0.776967 -0.288 -0.420 -0.656
C 5.253406 2.651013 1.357943 -0.115 0.051 0.277
C 6.446771 2.653951 0.645147 0.019 0.021 0.107
C 6.518930 2.110321 -0.629717 0.092 -0.037 -0.102
C 5.392837 1.557488 -1.216523 -0.209 0.023 0.030
C 4.210345 1.561685 -0.499582 0.311 0.031 0.280
H 5.202256 3.108335 2.334410 -0.010 0.068 0.100
H 7.329003 3.107245 1.081599 0.004 -0.023 0.044
H 7.458523 2.125117 -1.165819 0.053 0.015 -0.038
H 5.401021 1.138976 -2.211127 0.028 -0.059 -0.137
```
Forces are in eV/Å.

Properties
LUMO energy: 4.01 eV
Maximum force: 1.49 eV/A
Charge: -2